{"formula": "C33H85BN5Na2O", "method": "the ωB97M-V functional and the def2-TZVPD basis", "homo_energy_ev": -9.4, "total_charge": 1, "homo_lumo_gap_ev": 5.92, "e_lumo_ev": -3.45, "elements": ["Na", "Na", "B", "H", "H", "H", "H", "C", "C", "N", "C", "C", "C", "C", "H", "H", "H", "H", "H", "H", "H", "H", "H", "H", "H", "H", "H", "H", "H", "C", "C", "N", "C", "C", "C", "C", "H", "H", "H", "H", "H", "H", "H", "H", "H", "H", "H", "H", "H", "H", "H", "C", "C", "N", "C", "C", "C", "C", "H", "H", "H", "H", "H", "H", "H", "H", "H", "H", "H", "H", "H", "H", "H", "C", "C", "N", "C", "C", "C", "C", "H", "H", "H", "H", "H", "H", "H", "H", "H", "H", "H", "H", "H", "H", "H", "C", "C", "N", "C", "C", "C", "C", "H", "H", "H", "H", "H", "H", "H", "H", "H", "H", "H", "H", "H", "H", "H", "C", "C", "O", "C", "H", "H", "H", "H", "H", "H"], "positions_angstrom": [[10.684, -9.735, 3.533], [4.896, -8.624, 7.090], [8.829, -8.137, 6.405], [8.238, -7.934, 7.284], [9.249, -7.228, 6.003], [9.600, -8.831, 6.704], [8.183, -8.541, 5.641], [4.728, -9.182, 11.532], [4.113, -10.521, 11.303], [4.340, -11.145, 10.000], [3.475, -12.323, 9.839], [1.913, -12.131, 9.882], [5.781, -11.499, 9.852], [6.137, -12.125, 8.489], [5.802, -9.142, 11.714], [4.269, -8.498, 12.246], [4.567, -8.645, 10.598], [4.268, -11.241, 12.106], [3.073, -10.226, 11.167], [3.643, -12.784, 8.866], [3.729, -13.083, 10.577], [1.576, -11.738, 10.841], [1.534, -11.451, 9.119], [1.376, -13.071, 9.750], [6.040, -12.156, 10.682], [6.454, -10.650, 9.967], [5.564, -11.703, 7.664], [5.974, -13.203, 8.499], [7.179, -11.967, 8.211], [9.370, -11.071, 16.395], [10.304, -10.500, 15.341], [10.832, -11.459, 14.349], [11.610, -12.554, 14.933], [12.828, -12.128, 15.781], [11.467, -10.694, 13.255], [11.895, -11.627, 12.065], [9.015, -10.224, 16.981], [9.956, -11.761, 17.003], [8.481, -11.563, 16.002], [9.680, -9.770, 14.826], [11.141, -9.928, 15.741], [11.033, -13.225, 15.570], [11.915, -13.214, 14.121], [12.534, -11.535, 16.647], [13.282, -13.029, 16.193], [13.540, -11.560, 15.183], [12.324, -10.106, 13.586], [10.738, -9.997, 12.843], [12.755, -12.264, 12.274], [12.263, -11.003, 11.250], [11.072, -12.211, 11.655], [15.872, -9.187, 2.563], [15.382, -7.697, 2.376], [14.271, -7.423, 3.309], [13.601, -6.114, 3.084], [13.110, -5.792, 1.654], [14.626, -7.525, 4.697], [15.778, -6.629, 5.183], [16.575, -9.293, 3.389], [16.413, -9.565, 1.695], [15.102, -9.923, 2.793], [16.244, -7.060, 2.575], [15.093, -7.495, 1.345], [14.321, -5.329, 3.314], [12.761, -6.030, 3.774], [12.377, -6.511, 1.289], [13.885, -5.621, 0.906], [12.552, -4.855, 1.674], [13.840, -7.265, 5.406], [14.958, -8.553, 4.843], [16.713, -6.828, 4.659], [15.530, -5.586, 5.382], [16.095, -6.986, 6.163], [7.480, -8.346, 0.812], [7.886, -9.486, -0.100], [8.360, -10.722, 0.581], [7.199, -11.364, 1.192], [7.437, -12.734, 1.857], [9.066, -11.664, -0.348], [10.583, -11.337, -0.635], [7.478, -7.435, 0.214], [8.247, -8.145, 1.560], [6.530, -8.561, 1.301], [7.062, -9.823, -0.729], [8.608, -9.121, -0.830], [6.784, -10.692, 1.944], [6.329, -11.486, 0.547], [6.526, -12.996, 2.396], [7.538, -13.596, 1.197], [8.268, -12.743, 2.562], [8.444, -11.804, -1.232], [9.210, -12.661, 0.068], [11.117, -11.521, 0.298], [10.801, -10.292, -0.853], [11.091, -11.905, -1.415], [6.128, -4.195, 8.620], [4.578, -4.008, 8.333], [4.074, -4.893, 7.243], [4.686, -4.623, 5.939], [4.341, -3.221, 5.416], [2.608, -5.005, 7.125], [1.996, -5.679, 8.329], [6.273, -5.028, 9.308], [6.511, -3.278, 9.066], [6.749, -4.277, 7.727], [3.903, -4.083, 9.186], [4.360, -2.996, 7.992], [5.767, -4.758, 5.883], [4.203, -5.310, 5.244], [4.656, -3.033, 4.390], [3.266, -3.057, 5.347], [4.775, -2.436, 6.036], [2.383, -5.596, 6.238], [2.231, -3.989, 7.009], [0.925, -5.742, 8.135], [2.111, -5.119, 9.257], [2.352, -6.694, 8.505], [12.757, -0.915, 7.504], [11.297, -0.661, 7.252], [10.600, 0.068, 8.006], [10.720, -1.294, 5.988], [12.993, -0.730, 8.551], [13.422, -0.235, 6.973], [13.070, -1.937, 7.290], [10.773, -2.382, 6.005], [11.335, -0.817, 5.225], [9.653, -1.069, 6.010]], "forces_ev_per_angstrom": [[-0.32, 0.34, 0.30], [0.51, 0.26, 0.27], [0.19, 0.00, -0.30], [-2.50, 0.93, 3.61], [1.69, 3.65, -1.44], [3.16, -2.95, 1.00], [-2.81, -2.04, -3.41], [1.27, 1.23, -0.86], [-1.68, 0.16, -0.45], [1.16, 0.49, -0.73], [-1.13, -0.30, -0.42], [0.77, 0.57, 0.49], [-0.30, -0.25, -0.59], [0.01, -0.33, 0.36], [0.06, -0.26, 0.09], [-0.30, -0.70, 0.43], [0.19, 0.21, -0.34], [-0.11, -0.06, 0.30], [-0.42, -0.58, 0.95], [0.43, 0.14, -0.03], [0.12, -0.21, 0.32], [0.05, 0.01, 0.04], [0.24, 0.10, -0.13], [0.39, -0.17, -0.08], [0.23, -0.48, 0.03], [-0.57, 0.48, 0.18], [-0.33, 0.09, 0.04], [-0.11, 0.03, -0.17], [0.09, 0.05, 0.32], [0.84, 0.05, 0.19], [-0.52, -0.25, -1.00], [-0.81, 0.49, 0.13], [0.65, 0.33, 0.05], [-0.36, -0.25, -0.26], [0.03, -1.98, -0.73], [0.28, 0.96, 0.30], [0.10, -0.15, 0.34], [-0.44, -0.07, 0.40], [0.26, -0.13, -0.29], [0.23, 0.10, -0.53], [0.03, 0.12, 0.64], [-0.68, 0.37, -0.05], [0.21, 0.15, -0.09], [-0.08, 0.15, -0.08], [0.31, 0.03, -0.16], [0.17, -0.07, 0.14], [0.29, 0.13, 0.14], [-0.13, 0.03, 0.25], [-0.21, -0.20, 0.35], [-0.13, 0.25, -0.08], [-0.06, -0.06, 0.33], [0.21, 0.53, -0.13], [0.06, -1.46, 0.93], [-1.57, 0.84, -1.28], [0.75, 0.01, -1.04], [-0.40, -0.09, 0.42], [1.54, 0.09, 0.78], [0.72, -0.73, 0.82], [0.08, 0.31, 0.09], [-0.07, 0.23, -0.17], [-0.46, 0.32, -0.21], [0.14, 0.26, 0.00], [-0.31, -0.21, 0.18], [0.02, 0.37, 0.32], [0.05, -0.09, 0.07], [0.20, -0.33, -0.13], [0.14, -0.35, 0.16], [0.05, 0.16, 0.27], [-0.71, -0.47, -0.55], [-0.24, -0.08, 0.38], [-0.11, 0.72, -0.58], [0.14, 0.07, -0.70], [-0.41, -0.18, 0.39], [0.39, -0.20, -0.13], [0.40, -0.90, -0.49], [0.89, -0.39, -0.04], [-0.08, -0.72, 0.83], [-0.42, 0.09, 0.07], [1.01, 0.28, -0.18], [-0.72, 1.01, 0.54], [-0.61, 0.01, 0.05], [0.02, -0.25, 0.24], [0.04, 0.43, -0.02], [-0.53, 0.31, -0.15], [0.48, -0.20, 0.28], [0.34, 0.11, 0.28], [0.06, -0.05, -0.90], [-0.01, 0.21, 0.33], [0.33, 0.34, -0.39], [0.05, 0.10, 0.01], [0.18, 0.12, -0.47], [-0.84, 0.12, 0.47], [0.11, -0.20, 0.09], [-0.34, 0.18, -0.19], [-0.53, -0.31, 0.00], [-1.58, 0.63, 0.16], [0.30, 0.03, -1.40], [1.02, -1.42, 0.40], [-0.95, 0.93, -0.55], [-0.04, 0.38, -0.32], [1.38, 0.37, 0.77], [-0.76, 0.16, 0.09], [0.23, -0.01, -0.21], [-0.17, -0.05, 0.42], [-0.37, -0.47, -0.11], [0.58, -0.54, 0.29], [0.42, 0.49, 0.08], [-0.09, -0.26, 0.42], [0.29, -0.34, -0.11], [0.45, -0.26, 0.00], [-0.10, -0.05, 0.35], [-0.03, 0.02, -0.06], [0.00, 0.18, -0.14], [-0.68, 0.02, -0.10], [-0.14, -0.10, 0.19], [0.07, 0.00, -0.09], [0.21, -0.04, -0.13], [0.49, 0.07, 0.97], [-1.96, 1.47, 1.74], [2.12, -2.18, -2.21], [-0.25, 0.51, 1.53], [-0.22, 0.02, 0.09], [-0.25, 0.04, -0.42], [-0.18, 0.00, -0.28], [0.59, 0.03, -0.15], [-0.50, -0.38, -0.64], [0.15, 0.41, -0.63]], "lowdin_charge": [0.788, 0.763, -0.422, -0.108, -0.097, -0.103, -0.129, -0.091, -0.278, -0.195, -0.240, -0.075, -0.235, -0.086, 0.073, 0.082, 0.062, 0.129, 0.105, 0.100, 0.116, 0.059, 0.065, 0.072, 0.119, 0.106, 0.056, 0.072, 0.073, -0.087, -0.281, -0.189, -0.251, -0.081, -0.238, -0.090, 0.073, 0.062, 0.076, 0.105, 0.107, 0.103, 0.097, 0.062, 0.071, 0.067, 0.103, 0.105, 0.058, 0.060, 0.069, -0.078, -0.214, -0.204, -0.238, -0.090, -0.275, -0.088, 0.062, 0.066, 0.061, 0.102, 0.102, 0.106, 0.113, 0.062, 0.068, 0.070, 0.115, 0.099, 0.067, 0.073, 0.072, -0.077, -0.259, -0.177, -0.274, -0.089, -0.220, -0.072, 0.080, 0.065, 0.069, 0.112, 0.113, 0.101, 0.116, 0.072, 0.069, 0.068, 0.117, 0.093, 0.052, 0.056, 0.074, -0.043, -0.202, -0.210, -0.255, -0.085, -0.264, -0.088, 0.065, 0.069, 0.059, 0.098, 0.093, 0.103, 0.097, 0.074, 0.066, 0.069, 0.113, 0.113, 0.078, 0.068, 0.061, -0.038, -0.457, 0.027, -0.026, 0.083, 0.088, 0.078, 0.079, 0.088, 0.079]}